1.
Below is an isolated molecule of C6H12N4 in a non-equilibrium geometry, with properties calculated with the ωB97M-V functional and the def2-TZVPD basis.

Each line ends with the Löwdin charge.
CARTESIAN COORDINATES (ANGSTROEM)
N (-0.15593, -2.52284, -0.80308)  0.045
C (-0.07789, 0.83724, 0.44984)  -0.276
H (-1.59787, -1.83877, 1.96525)  0.074
H (-0.22379, 0.00143, 2.42090)  0.055
H (2.26880, 0.54923, -1.05647)  0.073
H (1.26691, 2.43318, 0.10657)  0.062
N (-0.49613, -1.60054, 0.15766)  -0.111
H (0.01158, 1.78807, 2.39952)  0.085
H (2.59704, -0.83091, -2.02632)  0.081
C (-0.48793, 0.91528, 1.91850)  -0.083
H (-2.25085, -2.74063, 0.56666)  0.088
C (1.87429, -0.03029, -1.86770)  -0.037
H (1.79097, 0.54362, -2.79815)  0.088
N (0.57074, -0.58313, -1.47533)  -0.110
H (-2.44350, -0.95097, 0.73039)  0.080
C (-1.78424, -1.79307, 0.88673)  -0.016
H (0.35266, 1.98999, -1.33393)  0.071
C (0.02698, -0.38006, -0.21202)  -0.257
C (0.30069, 2.12616, -0.23671)  -0.093
H (-0.39197, 2.96167, -0.06992)  0.079
H (-1.56397, 1.05339, 2.03825)  0.067
N (0.41341, -1.92804, -1.76064)  0.035

- SMILES: CC(C)=C1N(C)N=NN1C
- Energy above the lowest of the compared OMol25 structures with the same formula, charge and spin: 2.1736 eV
- LUMO level: 0.89 eV
- Gap between HOMO and LUMO: 7.9 eV
- Highest occupied orbital energy: -7.0 eV


2.
Below is a cluster of 2 separate species, C6H12N4O4 in total in a non-equilibrium geometry, with properties calculated with the ωB97M-V functional and the def2-TZVPD basis.

Each line ends with the Löwdin charge.
CARTESIAN COORDINATES (ANGSTROEM)
H (-1.57762, 1.79778, -0.87128)  0.151
C (-0.22858, -0.08823, 0.59480)  -0.080
H (-2.10229, -0.71385, -1.18925)  0.124
H (2.74410, 1.50693, 1.12159)  0.155
H (-0.01419, 0.61512, -0.35700)  0.189
H (0.88025, 0.90257, 2.23761)  0.178
H (0.21057, -0.79039, 2.41434)  0.103
N (-0.22673, -2.67029, -0.74503)  -0.445
O (-1.43530, -0.53837, 0.76366)  -0.015
H (-3.35344, -0.73326, 0.19054)  0.197
O (2.54493, -0.25082, -1.69225)  0.064
C (-2.55893, 1.23756, -0.64774)  -0.264
C (2.79642, 0.82600, -0.81236)  -0.554
O (3.09435, 1.90600, -1.24415)  0.084
N (2.74208, 0.64210, 0.56738)  0.041
H (2.77897, -0.41405, 2.25985)  0.145
C (0.68306, -0.16014, 1.73724)  -0.106
C (2.16456, -0.38477, 1.29496)  -0.245
N (0.83132, -2.13824, -0.81818)  0.052
H (2.15607, -1.37160, 0.69452)  0.119
H (-2.93255, 1.78023, 0.14733)  0.099
O (-3.63366, 1.13930, -1.54090)  -0.002
H (1.86670, -0.75743, -1.23146)  -0.026
H (-3.77775, 1.94334, -1.96731)  0.071
N (-1.25014, -3.10877, -0.63181)  0.109
C (-2.40220, -0.17673, -0.27511)  -0.144

- Energy above the lowest of the compared OMol25 structures with the same formula, charge and spin: 3.8468 eV
- LUMO level: -1.42 eV
- Gap between HOMO and LUMO: 7.1 eV
- Highest occupied orbital energy: -8.5 eV


3.
Below is an isolated molecule of C6H12N4OS in a non-equilibrium geometry, with properties calculated with the ωB97M-V functional and the def2-TZVPD basis.

Each line ends with the Löwdin charge.
CARTESIAN COORDINATES (ANGSTROEM)
H (0.84988, -0.64369, 0.00813)  0.073
C (-3.13870, -0.63697, 0.06497)  -0.383
C (1.06744, 0.38387, -0.39817)  -0.484
H (2.94353, 2.02631, -1.91345)  0.109
S (0.03533, 1.39487, 0.64332)  0.993
H (3.95472, -1.52913, 0.36775)  0.098
N (2.46404, 0.67236, -0.43191)  -0.232
N (-3.51759, 0.19402, 1.05094)  0.038
H (-4.86822, -1.95142, -0.17612)  0.067
C (-1.46530, 0.63701, 0.60939)  -0.717
H (-3.45711, -2.06073, -1.24037)  0.082
C (-4.16213, -1.39949, -0.73940)  0.002
N (-2.48315, 1.01184, 1.38726)  0.023
C (3.07846, -1.09554, 0.94681)  -0.125
H (3.02862, 2.77482, -0.31970)  0.091
H (3.19960, -1.49693, 1.98141)  0.090
H (-4.41739, 0.49514, 1.29365)  0.134
H (-4.56875, -0.75181, -1.46616)  0.068
H (4.23120, 1.57366, -0.80261)  0.085
H (0.81604, 0.36167, -1.37584)  0.062
H (2.10600, -1.62269, 0.61190)  0.088
C (3.17977, 1.80730, -0.83623)  -0.093
N (-1.84361, -0.46578, -0.17743)  0.111
O (2.96732, 0.32131, 0.91187)  -0.181

- SMILES: CON(C)CSc1n[nH]c(C)n1
- Energy above the lowest of the compared OMol25 structures with the same formula, charge and spin: 0.0000 eV
- LUMO level: 0.81 eV
- Gap between HOMO and LUMO: 9.0 eV
- Highest occupied orbital energy: -8.2 eV


4.
Below is an isolated molecule of C6H12N4S in a non-equilibrium geometry, with properties calculated with the ωB97M-V functional and the def2-TZVPD basis.

Each line ends with the Löwdin charge.
CARTESIAN COORDINATES (ANGSTROEM)
H (1.93141, 0.40953, -1.02190)  0.124
C (0.72578, -1.42206, -1.23637)  -0.058
C (0.97152, -1.12438, 1.27306)  -0.025
S (-5.75873, -0.70200, -0.53664)  0.691
H (-1.79721, -0.72502, -0.08032)  0.136
H (0.24498, 2.24038, 1.50236)  0.079
H (0.20197, -2.40929, -1.20139)  0.083
N (-3.46642, 0.74830, -0.46720)  -0.025
H (1.81940, -1.39994, -1.45257)  0.072
H (0.40716, -1.03350, -2.25908)  0.092
C (-1.55296, 1.00363, 0.60680)  -0.385
N (-0.75853, 2.01122, 1.38749)  0.101
H (0.33780, 1.42050, -1.04768)  0.059
C (0.37194, -0.45651, 0.02572)  -0.572
H (-1.22857, 2.87802, 1.34914)  0.051
H (1.36803, 1.43409, 0.37474)  0.027
H (0.24429, -1.78648, 1.73660)  0.084
C (-4.39424, -0.02409, -0.23183)  -0.760
N (-2.67727, 1.45279, 0.29572)  0.020
N (-0.98610, -0.16751, 0.16234)  0.079
H (1.86169, -1.57683, 0.92245)  0.057
C (0.99442, 0.91349, -0.44790)  -0.029
H (1.20361, -0.28373, 2.01196)  0.101

- SMILES: CC(C)(C)N/C(N)=N\N=C=S
- Energy above the lowest of the compared OMol25 structures with the same formula, charge and spin: 3.3513 eV
- LUMO level: 0.15 eV
- Gap between HOMO and LUMO: 8.5 eV
- Highest occupied orbital energy: -8.4 eV


5.
Below is an isolated molecule of C6H12N6O2S in a non-equilibrium geometry, with properties calculated with the ωB97M-V functional and the def2-TZVPD basis.

Each line ends with the Löwdin charge.
CARTESIAN COORDINATES (ANGSTROEM)
H (-2.32974, 2.21889, -2.01733)  0.073
H (0.61795, -1.71086, -1.22898)  0.095
N (-0.96519, 0.72470, 0.52279)  0.020
O (1.86575, 1.12406, -1.08249)  -0.312
C (-1.75764, -2.18228, 0.45401)  -0.202
H (-1.49512, 2.99053, -0.65031)  0.090
S (2.28123, -0.04359, -0.38260)  0.569
C (-0.58998, -2.32481, 1.11894)  -0.099
H (1.09630, -0.89272, 1.61370)  0.083
H (-0.68447, -3.13733, 1.96659)  0.135
H (0.15991, 2.60099, 2.68962)  0.076
N (3.53262, -0.67655, -1.24141)  -0.069
H (-2.59976, -2.68450, 0.87651)  0.091
C (-2.15895, -0.28881, -1.12859)  -0.148
C (0.57281, -1.48202, 0.87253)  -0.182
C (1.01961, -1.28907, -0.34890)  -0.173
H (-2.79806, -0.05582, -1.95903)  0.120
H (-0.61431, 2.32729, -1.91356)  0.054
H (-0.45858, 0.85800, 2.81916)  0.118
H (4.32669, -0.97380, -0.73374)  0.054
N (-2.21615, -1.43643, -0.58060)  0.072
O (2.72840, 0.03246, 0.99601)  -0.341
C (-1.48331, 2.13310, -1.37348)  -0.033
N (-1.48254, 0.83468, -0.69598)  -0.149
H (3.97707, -0.16321, -1.97531)  0.065
N (-0.50497, 1.80597, 1.04452)  -0.045
N (-0.03959, 1.69114, 2.33789)  0.038

- SMILES: CN(\C=N/C=C\C=C\S(N)(=O)=O)/N=N/N
- Energy above the lowest of the compared OMol25 structures with the same formula, charge and spin: 0.0000 eV
- LUMO level: 0.54 eV
- Gap between HOMO and LUMO: 8.4 eV
- Highest occupied orbital energy: -7.9 eV


6.
Below is the ion C6H12NO with charge -1 in a non-equilibrium geometry, with properties calculated with the ωB97M-V functional and the def2-TZVPD basis.

Each line ends with the Löwdin charge.
CARTESIAN COORDINATES (ANGSTROEM)
H (0.70711, 0.48405, -1.45696)  0.116
C (0.83033, 1.41685, 0.45999)  -0.079
H (-1.53034, -1.08916, 1.03301)  0.086
H (0.60368, -0.93381, 0.93558)  0.073
C (-3.04706, 0.14757, 0.18877)  -0.014
C (-1.97538, -0.84729, 0.08335)  -0.264
H (2.44399, -0.85304, -1.38738)  0.078
C (2.25707, -1.09211, -0.30860)  -0.568
C (0.21043, 0.33871, -0.49354)  -0.352
H (-1.88357, -1.64644, -0.64239)  0.103
H (1.91144, 1.25079, 0.49915)  0.050
N (0.74993, -0.99738, -0.07079)  -0.061
H (0.31383, 2.37095, 0.27695)  0.059
H (-1.50396, 1.38166, 0.01826)  0.099
C (-1.39475, 0.43086, -0.51456)  -0.263
H (0.47466, 1.13716, 1.46514)  0.072
H (2.32342, -2.22499, -0.30852)  0.069
H (-2.99413, 0.50701, 1.23003)  0.006
O (3.01389, -0.45186, 0.55929)  -0.323
H (-1.51060, 0.67045, -1.56677)  0.113

- Energy above the lowest of the compared OMol25 structures with the same formula, charge and spin: 4.3825 eV
- LUMO level: 3.91 eV
- Gap between HOMO and LUMO: 6.8 eV
- Net charge: -1
- Highest occupied orbital energy: -2.9 eV


7.
Below is a cluster of 2 separate species, C6H12NO in total in a non-equilibrium geometry, with properties calculated with the ωB97M-V functional and the def2-TZVPD basis.

Each line ends with the Löwdin spin population.
CARTESIAN COORDINATES (ANGSTROEM)
H (0.49479, -3.36116, 0.97677)  0.000
H (-0.19252, -0.39336, 1.10762)  0.000
C (-0.17925, -2.55723, 1.26784)  0.001
C (1.56768, 0.77786, -1.43848)  0.562
N (0.70633, 1.81379, -1.38206)  0.196
C (-0.82856, 3.31445, -0.34801)  0.128
H (-1.05543, 3.81712, -1.27443)  0.009
H (0.43773, 1.95957, 0.68290)  -0.003
H (-2.37563, -2.27741, 1.34272)  0.000
H (1.89927, 0.26828, -0.55745)  0.041
C (0.36132, -1.22803, 0.66916)  0.009
H (0.16557, -1.22902, -0.40481)  0.009
H (0.52212, 2.32027, -2.23171)  0.000
H (-0.20031, -2.45405, 2.35811)  0.000
H (1.98718, 0.46382, -2.37972)  0.044
H (1.42281, -1.13384, 0.88465)  0.000
H (-1.35666, 3.65726, 0.52845)  0.011
O (-1.84208, -3.31787, -0.27710)  0.000
C (0.03364, 2.29909, -0.26395)  -0.007
C (-1.56798, -2.73955, 0.73949)  0.000

- 2S+1: 2
- Expectation value of S²: 0.762
- Energy above the lowest of the compared OMol25 structures with the same formula, charge and spin: 0.6785 eV
- LUMO level (spin up / spin down): 0.91 / 0.88 eV
- Gap between HOMO and LUMO (spin up / spin down): 7.0 / 10.0 eV
- Highest occupied orbital energy (spin up / spin down): -6.1 / -9.1 eV


8.
Below is a structure of composition C6H12NO in a non-equilibrium geometry, with properties calculated with the ωB97M-V functional and the def2-TZVPD basis.

Each line ends with the Löwdin charge.
CARTESIAN COORDINATES (ANGSTROEM)
H (-1.13150, -2.02477, 0.21989)  0.129
H (1.51225, 1.02710, 3.39443)  0.069
H (1.36851, -0.53479, -0.71453)  0.144
H (0.68336, 1.97834, -2.22137)  0.152
C (-0.76954, -0.11864, 0.97333)  -0.190
H (-0.66447, -0.07993, -2.20975)  0.041
O (-0.17627, -1.17822, -1.94009)  0.039
C (-0.35661, 1.87028, -2.58652)  0.087
N (-1.10558, 1.01236, -2.11078)  0.233
H (-1.63865, -0.26699, 1.62423)  0.140
C (0.19717, 0.78179, 1.70283)  -0.177
H (0.27007, -2.15184, 1.17317)  0.124
C (-0.22561, -1.46175, 0.49298)  -0.144
H (-1.16397, 0.43090, 0.10902)  0.080
H (-0.73575, 2.60452, -3.31548)  0.154
C (1.00842, 0.39043, 2.67905)  0.028
H (0.86383, -0.59597, 3.11739)  0.071
H (1.18485, -2.20602, -0.91410)  0.195
C (0.56168, -1.28009, -0.82380)  -0.267
H (0.31782, 1.80332, 1.35009)  0.095

- Energy above the lowest of the compared OMol25 structures with the same formula, charge and spin: 7.5520 eV
- LUMO level: -9.17 eV
- Gap between HOMO and LUMO: 4.0 eV
- Net charge: +1
- Highest occupied orbital energy: -13.2 eV